# 1
Molecular formula: C3H8NOPS2
Method: DFT, ωB97M-V/def2-TZVPD

```
16
C3H8NOPS2 (ωB97M-V/def2-TZVPD)
C 2.098 1.486 0.046
C 1.208 0.921 1.267
C -2.167 -2.414 -0.703
N 1.968 0.523 -0.998
O -0.163 1.184 1.071
P -1.041 0.374 -0.079
S -2.748 1.269 -0.369
S -1.129 -1.629 0.594
H 1.649 2.561 0.016
H 3.189 1.363 0.522
H 1.587 -0.140 1.159
H 1.399 1.564 2.066
H -2.864 -3.217 -0.283
H -1.590 -2.750 -1.442
H -2.848 -1.737 -1.030
H 1.452 0.642 -1.838
```

Output
Energy relative to the best compared isomer or geometry (same formula, charge and spin) ... 5.446 eV
HOMO-LUMO gap ... 5.5 eV
LUMO level ... -2.366 eV
HOMO energy ... -7.9 eV
Net charge ... 0

# 2
Molecular formula: C20H28N2O3
Method: DFT, ωB97M-V/def2-TZVPD

```
53
C20H28N2O3 (ωB97M-V/def2-TZVPD)
C -0.480 -3.719 -0.559
C 1.073 -3.432 -1.000
H 1.138 -2.765 -1.959
H 1.553 -4.377 -1.111
O 1.579 -2.849 -0.112
C 1.472 -1.428 0.002
O 0.932 -0.876 -0.803
C 2.164 -0.693 1.044
C 3.564 -1.211 1.236
C 4.525 -0.725 0.200
C 4.347 1.044 0.210
N 2.928 1.355 -0.116
C 2.221 0.632 0.971
H 2.585 1.297 2.089
H 1.175 1.168 0.806
C 2.805 2.637 -0.192
C 1.776 2.737 -1.279
C 0.338 2.893 -0.581
O 0.115 4.022 -0.092
N -0.388 1.866 -0.741
C -1.680 1.502 -0.471
C -2.559 2.513 0.449
C -3.709 2.160 0.789
C -4.220 0.816 0.669
C -3.354 0.021 -0.422
C -2.014 0.232 -0.629
H -1.457 -0.674 -1.153
C -4.013 -1.310 -0.336
H -3.998 -1.965 -1.174
H -3.625 -2.207 0.516
C -5.506 -1.011 -0.060
H -6.084 -1.969 0.338
H -5.994 -0.841 -0.925
C -5.486 0.005 0.854
H -6.348 0.728 0.717
H -5.407 0.064 1.973
H -4.295 2.769 1.081
H -2.076 3.435 0.737
H 0.110 1.075 -1.258
H 1.669 2.246 -1.993
H 1.976 3.795 -1.640
H 3.667 3.096 -0.529
H 2.589 3.231 0.612
H 4.768 1.103 1.166
H 4.907 1.292 -0.704
H 4.287 -1.123 -0.762
H 5.606 -1.100 0.386
H 4.137 -1.046 2.334
H 3.650 -2.234 1.217
H 1.456 -0.956 2.080
H -1.064 -2.745 -0.587
H -0.560 -4.225 0.242
H -0.795 -4.255 -1.530
```

Output
Energy relative to the best compared isomer or geometry (same formula, charge and spin) ... 17.769 eV
HOMO-LUMO gap ... 7.9 eV
LUMO level ... 0.507 eV
HOMO energy ... -7.4 eV
Net charge ... 0

# 3
Molecular formula: C39H28BrN4O6Ti
Method: DFT, ωB97M-V/def2-TZVPD

```
79
C39H28BrN4O6Ti (ωB97M-V/def2-TZVPD)
Ti 0.229 0.263 -0.074
C -3.773 1.168 -0.801
O -4.376 -0.062 -0.423
C -3.703 -0.954 0.356
C -4.479 -1.986 0.855
C -3.942 -2.988 1.654
C -2.620 -2.912 2.024
C -1.810 -1.878 1.546
C -0.470 -1.749 2.053
N 0.325 -0.810 1.682
N 1.471 -0.578 2.390
C 1.967 0.587 2.041
O 1.389 1.388 1.220
C 3.254 0.975 2.671
C 4.048 0.026 3.313
C 5.280 0.388 3.831
C 5.725 1.699 3.725
C 4.928 2.650 3.103
C 3.700 2.288 2.570
C -2.321 -0.918 0.635
O -1.516 -0.027 0.097
H -4.552 1.710 -1.336
H -2.915 1.026 -1.460
H -3.463 1.749 0.072
H -5.526 -1.998 0.580
H -4.565 -3.809 1.979
H -2.181 -3.654 2.680
H -0.168 -2.397 2.875
H 3.687 -0.990 3.380
H 5.902 -0.356 4.314
H 6.693 1.977 4.121
H 5.270 3.674 3.028
H 3.079 3.014 2.061
O -2.551 -4.518 -1.643
C -3.280 -3.692 -2.409
C -4.525 -4.121 -2.871
C -5.310 -3.287 -3.644
C -4.853 -2.023 -3.999
C -3.606 -1.605 -3.571
C -2.816 -2.413 -2.759
C -1.503 -1.951 -2.227
O -0.838 -2.694 -1.437
N -1.072 -0.800 -2.687
N 0.107 -0.366 -2.141
C 1.098 -0.342 -2.955
C 2.423 0.081 -2.565
C 3.365 0.512 -3.498
C 4.624 0.914 -3.102
C 4.964 0.850 -1.752
C 4.065 0.378 -0.818
C 2.767 -0.004 -1.196
O 1.910 -0.487 -0.329
H -1.737 -3.981 -1.393
H -4.852 -5.118 -2.603
H -6.284 -3.626 -3.977
H -5.471 -1.367 -4.600
H -3.217 -0.637 -3.858
H 0.940 -0.674 -3.980
H 3.081 0.550 -4.545
H 5.339 1.277 -3.829
H 5.947 1.173 -1.431
H 4.330 0.322 0.230
Br -1.413 1.751 2.385
C -1.252 3.369 1.378
C -1.761 4.455 2.041
C -1.699 5.735 1.476
C -1.113 5.885 0.256
C -0.588 4.778 -0.447
C 0.025 5.013 -1.697
C 0.546 3.974 -2.397
C 0.453 2.665 -1.887
C -0.121 2.332 -0.677
C -0.647 3.443 0.085
H -2.210 4.315 3.014
H -2.106 6.580 2.016
H -1.030 6.864 -0.203
H 0.072 6.029 -2.072
H 1.031 4.140 -3.352
H 0.863 1.907 -2.530
```

Output
Energy relative to the best compared isomer or geometry (same formula, charge and spin) ... 1.478 eV
HOMO-LUMO gap ... 7.4 eV
LUMO level ... 2.342 eV
HOMO energy ... -5.1 eV
Net charge ... -1

# 4
Molecular formula: C18H21NO3S
Method: DFT, ωB97M-V/def2-TZVPD

```
44
C18H21NO3S (ωB97M-V/def2-TZVPD)
C 3.093 0.078 -2.577
H 3.150 1.037 -3.103
O 2.937 0.252 -1.192
C 1.781 0.834 -0.730
C 0.796 1.335 -1.569
C -0.379 1.875 -1.074
C -0.622 1.899 0.290
C 0.375 1.429 1.130
C 1.581 0.924 0.660
O 2.443 0.543 1.644
C 3.788 0.235 1.356
H 4.266 0.115 2.329
H 3.879 -0.692 0.788
H 4.278 1.043 0.809
H 0.241 1.448 2.200
C -1.910 2.407 0.885
H -2.050 1.930 1.856
H -1.841 3.485 1.053
C -3.147 2.130 0.017
N -3.164 0.782 -0.496
C -3.711 -0.254 0.159
O -4.381 -0.165 1.166
C -3.490 -1.603 -0.526
H -3.541 -2.409 0.206
H -4.284 -1.750 -1.260
S -1.949 -1.745 -1.480
C -0.695 -1.916 -0.237
C 0.544 -2.374 -0.668
C 1.565 -2.561 0.242
C 1.354 -2.296 1.586
C 0.124 -1.825 2.007
C -0.904 -1.626 1.102
H -1.853 -1.251 1.452
H -0.043 -1.605 3.050
H 2.147 -2.450 2.302
H 2.523 -2.924 -0.099
H 0.689 -2.590 -1.716
H -2.509 0.568 -1.237
H -4.048 2.260 0.622
H -3.189 2.817 -0.831
H -1.096 2.277 -1.775
H 0.934 1.305 -2.637
H 2.283 -0.523 -3.002
H 4.037 -0.451 -2.698
```

Output
Energy relative to the best compared isomer or geometry (same formula, charge and spin) ... 1.293 eV
SMILES ... COc1ccc(CCNC(=O)CSc2ccccc2)cc1OC
HOMO-LUMO gap ... 8.6 eV
LUMO level ... 0.588 eV
HOMO energy ... -8.0 eV
Net charge ... 0